[1]
This record from the OMol25 dataset describes a structure of composition C25H41BrCl4N6S2Si2Sr. The level of theory is ωB97M-V/def2-TZVPD.

Element x y z (Å)
Sr 2.53 -0.73 1.04
S 1.57 0.04 3.60
C 3.09 0.93 3.54
C 3.59 1.57 4.68
C 4.75 2.29 4.61
C 5.44 2.36 3.40
C 4.91 1.69 2.32
N 3.77 0.99 2.38
H 3.03 1.49 5.60
H 5.14 2.79 5.49
H 6.36 2.91 3.30
H 5.41 1.68 1.36
C 2.55 -0.81 -4.73
C 3.71 -0.79 -3.81
N 4.96 -0.78 -4.15
N 5.63 -0.79 -2.96
C 4.84 -0.79 -1.88
S 5.32 -0.77 -0.27
N 3.58 -0.78 -2.44
N 2.38 -0.84 -1.73
H 2.92 -0.81 -5.75
H 1.92 0.07 -4.59
H 1.95 -1.70 -4.56
H 6.63 -0.82 -2.94
H 1.73 -0.16 -2.11
H 2.01 -1.79 -1.85
Cl 3.70 -5.05 0.89
Si 2.27 -3.70 0.11
Cl 0.46 -4.81 0.36
Cl 2.58 -4.05 -2.05
Cl -0.16 4.59 1.47
C 1.19 3.82 0.72
C 2.33 4.54 0.39
C 3.37 3.86 -0.22
C 3.22 2.51 -0.47
N 2.13 1.82 -0.15
C 1.13 2.46 0.44
H 2.39 5.60 0.61
H 4.28 4.37 -0.50
H 4.02 1.94 -0.93
H 0.26 1.89 0.72
C -4.81 -2.27 -1.07
C -3.29 -2.29 -0.84
C -2.59 -2.58 -2.18
C -2.96 -3.48 0.07
Si -2.72 -0.64 -0.06
Br -0.46 -0.52 -0.40
C -2.88 -0.56 1.86
C -4.31 -0.95 2.28
C -2.59 0.85 2.39
C -1.89 -1.49 2.57
C -3.36 0.92 -0.98
C -4.80 1.23 -0.54
C -3.34 0.72 -2.50
C -2.50 2.17 -0.71
H -5.11 -3.25 -1.44
H -5.11 -1.54 -1.81
H -5.37 -2.08 -0.16
H -2.99 -3.51 -2.58
H -1.51 -2.72 -2.04
H -2.74 -1.80 -2.93
H -3.24 -4.40 -0.45
H -3.51 -3.46 1.01
H -1.90 -3.55 0.30
H -5.07 -0.31 1.83
H -4.39 -0.84 3.36
H -4.55 -1.98 2.04
H -3.31 1.59 2.06
H -1.59 1.20 2.12
H -2.63 0.82 3.48
H -2.02 -2.54 2.31
H -2.05 -1.39 3.65
H -0.86 -1.22 2.37
H -5.48 0.40 -0.70
H -5.17 2.08 -1.14
H -4.87 1.52 0.50
H -4.04 -0.04 -2.84
H -2.35 0.46 -2.86
H -3.63 1.66 -2.97
H -2.41 2.43 0.35
H -2.97 3.02 -1.21
H -1.50 2.06 -1.11

The calculation puts the total energy at -7126.9580 Ha. The value obtained for the highest occupied orbital energy is -0.2785 Eh. As for the energy relative to the best compared isomer or geometry (same formula, charge and spin): 6.5 kcal per mole. Its frontier orbital gap is 0.27983 hartree.

***

[2]
This record from the OMol25 dataset describes a cluster of 11 separate species, C33H62Cl21FNO4S in total. The level of theory is ωB97M-V/def2-TZVPD.

Element x y z (Å)
C -0.23 1.51 0.36
C -0.56 0.07 -0.06
C -0.24 -0.21 -1.54
Cl -1.60 -1.04 -2.35
C 1.02 -1.05 -1.82
C 0.80 -2.57 -1.75
C 2.21 -3.09 -1.40
S 3.22 -3.21 -2.91
O 3.89 -1.97 -3.12
O 2.45 -3.82 -3.94
F 4.29 -4.23 -2.41
C 2.77 -1.95 -0.63
N 2.15 -0.86 -0.87
C 2.63 0.41 -0.27
C 3.95 0.91 -0.86
C 3.92 1.64 -2.23
C 2.55 1.83 -2.86
O 2.72 2.82 -3.87
C 1.68 3.07 -4.72
C 0.28 2.91 -4.16
O 1.90 3.45 -5.82
H 0.26 2.04 -0.46
H -1.13 2.08 0.61
H 0.47 1.55 1.19
H -0.10 -0.68 0.60
H -1.64 -0.07 0.06
H -0.17 0.74 -2.06
H 1.33 -0.83 -2.84
H 0.48 -3.00 -2.69
H 0.16 -2.84 -0.91
H 2.26 -4.07 -0.93
H 3.62 -1.98 0.04
H 1.85 1.16 -0.33
H 2.77 0.19 0.79
H 4.34 1.61 -0.12
H 4.65 0.08 -0.90
H 4.33 2.64 -2.10
H 4.55 1.10 -2.94
H 2.20 0.91 -3.34
H 1.81 2.18 -2.14
H 0.03 1.85 -4.07
H -0.41 3.38 -4.85
H 0.20 3.36 -3.17
Cl -0.59 5.10 0.00
C 0.46 5.30 1.42
C 1.91 5.38 1.04
Cl 2.54 3.83 0.40
H 0.27 4.47 2.10
H 0.16 6.22 1.92
H 2.51 5.62 1.92
H 2.08 6.14 0.28
Cl -4.07 -0.26 2.41
C -4.35 1.44 1.95
C -5.04 1.55 0.62
Cl -4.00 0.95 -0.70
H -3.38 1.93 1.93
H -4.96 1.90 2.72
H -5.26 2.60 0.41
H -5.96 0.98 0.59
Cl -6.98 -3.23 4.32
C -5.57 -3.93 5.16
C -4.30 -3.18 4.86
Cl -3.82 -3.37 3.14
H -5.49 -4.97 4.85
H -5.79 -3.90 6.22
H -3.49 -3.56 5.47
H -4.41 -2.11 5.05
Cl -5.99 -1.06 7.88
C -6.42 0.64 7.53
C -7.19 0.78 6.24
Cl -6.18 0.39 4.83
H -5.50 1.21 7.50
H -7.03 0.99 8.36
H -7.53 1.80 6.13
H -8.05 0.11 6.22
Cl 3.75 -8.44 -5.32
C 3.79 -6.78 -5.97
C 3.38 -6.72 -7.42
Cl 4.57 -7.51 -8.49
H 4.81 -6.40 -5.84
H 3.11 -6.18 -5.37
H 3.30 -5.68 -7.73
H 2.42 -7.21 -7.57
Cl -4.12 -3.82 8.11
C -2.71 -4.52 8.97
C -1.46 -3.74 8.68
Cl -0.94 -3.93 6.98
H -2.63 -5.56 8.67
H -2.94 -4.48 10.03
H -0.65 -4.10 9.30
H -1.62 -2.68 8.86
Cl -2.72 -0.61 9.71
C -1.59 0.58 10.41
C -1.86 1.97 9.90
Cl -1.47 2.14 8.16
H -0.58 0.26 10.17
H -1.73 0.56 11.49
H -1.23 2.69 10.44
H -2.90 2.25 10.03
Cl 0.73 -5.82 1.50
C 0.52 -7.19 0.38
C 1.84 -7.72 -0.11
Cl 2.68 -6.51 -1.13
H -0.09 -6.84 -0.45
H -0.02 -7.97 0.91
H 1.69 -8.60 -0.72
H 2.51 -7.96 0.71
Cl -0.78 6.49 -6.31
C 0.25 5.84 -7.62
C 0.56 6.87 -8.68
Cl -0.89 7.31 -9.64
H -0.26 4.98 -8.04
H 1.18 5.51 -7.15
H 1.29 6.44 -9.36
H 0.96 7.78 -8.25
Cl 3.58 5.60 -9.88
C 5.05 6.32 -9.15
C 5.12 6.05 -7.68
Cl 3.87 6.93 -6.76
H 5.03 7.39 -9.36
H 5.90 5.87 -9.66
H 6.09 6.38 -7.29
H 5.01 4.99 -7.46

The calculation puts the total energy at -11812.2155 Ha. Its charge is +1. The value obtained for the highest occupied orbital energy is -0.4200 Eh. Its frontier orbital gap is 0.26500 hartree.

***

[3]
This record from the OMol25 dataset describes a structure of composition C45H50BN8OPSW. The level of theory is ωB97M-V/def2-TZVPD.

Element x y z (Å)
W 0.63 0.59 0.32
C 3.04 -0.37 -2.46
C 2.34 -1.49 -1.75
C 2.53 -2.85 -2.01
C 1.58 -3.50 -1.27
C 1.30 -4.97 -1.19
N 0.86 -2.57 -0.62
N 1.35 -1.33 -0.87
B -0.30 -2.79 0.36
N 0.22 -2.50 1.76
N 0.70 -1.27 2.14
C 1.09 -1.45 3.42
C 1.74 -0.52 4.39
C 0.83 -2.76 3.83
C 0.28 -3.40 2.76
C -0.20 -4.81 2.66
N -1.57 -1.96 0.06
N -1.66 -0.62 0.31
C -2.96 -0.32 0.26
C -3.50 1.06 0.43
C -3.71 -1.46 -0.02
C -2.79 -2.48 -0.14
C -3.05 -3.92 -0.45
H 3.26 -0.69 -3.48
H 3.98 -0.12 -1.98
H 2.42 0.52 -2.49
H 3.24 -3.28 -2.69
H 1.98 -5.49 -1.86
H 0.27 -5.20 -1.49
H 1.44 -5.36 -0.19
H -0.61 -3.94 0.28
H 1.56 0.52 4.22
H 2.83 -0.67 4.38
H 1.38 -0.78 5.38
H 1.03 -3.17 4.81
H -0.04 -5.30 3.62
H 0.33 -5.37 1.90
H -1.26 -4.87 2.43
H -2.72 1.81 0.28
H -3.90 1.20 1.44
H -4.30 1.23 -0.28
H -4.78 -1.53 -0.15
H -4.10 -4.04 -0.70
H -2.83 -4.56 0.40
H -2.45 -4.27 -1.29
N 0.55 2.01 -2.67
P -0.40 0.70 -2.11
C -2.11 1.30 -2.41
C -2.41 2.64 -2.24
C -3.69 3.11 -2.48
C -4.68 2.24 -2.92
C -4.38 0.90 -3.09
C -3.11 0.43 -2.84
C -0.29 -0.39 -3.57
C -0.33 -1.77 -3.44
C -0.31 -2.59 -4.56
C -0.25 -2.04 -5.83
C -0.25 -0.66 -5.98
C -0.28 0.16 -4.86
C 0.82 3.01 -1.77
C 1.20 4.27 -2.24
C 1.33 5.32 -1.36
C 1.04 5.07 -0.03
C 0.71 3.79 0.36
N 0.67 2.71 -0.46
H 0.51 2.31 -3.63
H -1.66 3.33 -1.88
H -3.92 4.16 -2.34
H -5.68 2.61 -3.13
H -5.15 0.21 -3.43
H -2.89 -0.63 -2.98
H -0.39 -2.22 -2.46
H -0.33 -3.67 -4.43
H -0.23 -2.68 -6.70
H -0.24 -0.22 -6.96
H -0.34 1.23 -5.01
H 1.35 4.40 -3.31
H 1.62 6.30 -1.71
H 1.05 5.85 0.72
H 0.47 3.61 1.39
S -1.71 3.01 2.51
C -2.09 1.35 5.48
C -2.40 0.87 4.26
C -1.64 1.25 3.08
C -0.34 1.98 3.26
C 0.78 1.69 2.30
C 1.97 2.20 2.71
C 2.18 2.94 3.94
C 1.23 3.04 4.88
C -0.05 2.40 4.65
C -0.92 2.17 5.66
H -2.68 1.08 6.34
H -3.21 0.16 4.14
H -1.66 0.57 2.24
H 2.85 2.06 2.11
H 3.16 3.37 4.11
H 1.42 3.53 5.83
H -0.67 2.53 6.65
C 4.73 -0.42 0.59
O 3.34 -0.16 0.74
C 2.61 0.89 0.21
C 3.44 2.06 -0.27
H 5.22 -0.30 1.56
H 5.22 0.22 -0.14
H 4.83 -1.46 0.26
H 4.51 1.97 -0.14
H 3.14 2.96 0.27
H 3.25 2.27 -1.32

The calculation puts the total energy at -3089.5215 Ha. The value obtained for the highest occupied orbital energy is -0.2048 Eh. As for the energy relative to the best compared isomer or geometry (same formula, charge and spin): 79.8 kcal per mole. Its frontier orbital gap is 0.21790 hartree.

***

Computed max |F|, in the same sequence as the records: 0.7 1.2 1.2 eV Å⁻¹.